Density functional theory data (ωB97M-V/def2-TZVPD) for a molecular structure, C3H12N6O3Rb in a non-equilibrium geometry.

## Properties
- Net charge: +1
- Energy relative to the best compared isomer or geometry (same formula, charge and spin): 0.153 eV
- HOMO-LUMO gap: 10.43 eV

Cartesian coordinates (Å):
Rb  1.00  1.10  0.13
C  -2.64  1.83  1.21
O  -1.52  1.99  0.69
N  -3.62  1.11  0.59
N  -2.97  2.32  2.43
H  -3.38  0.51  -0.18
H  -4.42  0.87  1.14
H  -2.19  2.66  2.96
H  -3.92  2.26  2.75
C  -1.78  -1.29  -1.68
O  -0.88  -0.61  -1.16
N  -1.86  -2.63  -1.55
N  -2.74  -0.69  -2.44
H  -2.46  -3.16  -2.14
H  -1.23  -3.02  -0.87
H  -3.47  -1.19  -2.93
H  -2.52  0.24  -2.73
C  4.57  -0.30  0.64
O  3.43  -0.29  1.12
N  5.32  -1.46  0.53
N  5.15  0.82  0.13
H  5.21  -2.01  1.37
H  6.20  -1.48  0.07
H  4.63  1.67  0.16
H  6.08  0.75  -0.24


Density functional theory data (ωB97M-V/def2-TZVPD) for 2 unconnected molecules or ions with the total composition C3H12NO in a non-equilibrium geometry.

## Properties
- Net charge: +1
- Energy relative to the best compared isomer or geometry (same formula, charge and spin): 1.938 eV
- HOMO-LUMO gap: 12.93 eV

Cartesian coordinates (Å):
C  0.41  -1.84  -0.76
C  0.40  -0.93  0.56
N  -0.47  0.27  0.41
C  -0.66  0.96  1.74
H  0.28  -0.98  -1.58
H  1.33  -2.45  -0.83
H  -0.46  -2.50  -0.72
H  0.07  -1.43  1.40
H  1.47  -0.53  0.76
H  -1.43  0.08  -0.20
H  -0.05  0.95  -0.22
H  0.04  0.68  2.63
H  -1.72  0.84  2.18
H  -0.38  2.02  1.81
H  1.11  1.85  -2.17
H  -0.28  1.61  -2.83
O  0.33  1.38  -2.17


Density functional theory data (ωB97M-V/def2-TZVPD) for 2 unconnected molecules or ions with the total composition C3H12NO in a non-equilibrium geometry.

## Properties
- Net charge: +1
- Energy relative to the best compared isomer or geometry (same formula, charge and spin): 0.485 eV
- HOMO-LUMO gap: 12.64 eV

Cartesian coordinates (Å):
C  -0.08  -0.11  0.35
C  -0.69  1.19  0.91
C  -2.05  0.75  1.54
N  1.18  0.16  -0.46
H  0.17  -0.81  1.14
H  -0.76  -0.47  -0.42
H  -0.79  1.98  0.17
H  -0.05  1.57  1.71
H  -2.27  -0.31  1.33
H  -2.06  0.89  2.61
H  -2.86  1.26  1.02
H  1.08  1.04  -0.97
H  2.01  0.31  0.12
H  1.43  -0.61  -1.08
H  2.65  -2.37  -2.34
H  1.33  -2.43  -3.22
O  1.75  -2.06  -2.41


Density functional theory data (ωB97M-V/def2-TZVPD) for 2 unconnected molecules or ions with the total composition C3H12NO in a non-equilibrium geometry.

## Properties
- Net charge: +1
- Energy relative to the best compared isomer or geometry (same formula, charge and spin): 1.412 eV
- HOMO-LUMO gap: 10.11 eV

Cartesian coordinates (Å):
C  1.03  0.62  -2.56
O  -0.08  -0.13  -2.03
H  -0.26  -0.73  -2.75
H  1.82  -0.13  -2.72
H  1.36  1.36  -1.81
H  0.75  1.16  -3.47
C  -0.40  -0.17  0.93
C  0.63  0.72  1.63
N  -1.19  -0.98  2.02
H  -1.06  0.43  0.35
H  0.18  -0.91  0.39
H  1.13  1.27  0.80
H  1.43  0.13  2.10
H  -1.38  -1.92  1.69
H  -0.62  -0.94  2.86
H  -2.07  -0.49  2.19
H  0.30  1.49  2.31


Density functional theory data (ωB97M-V/def2-TZVPD) for 2 unconnected molecules or ions with the total composition C3H12NO in a non-equilibrium geometry.

## Properties
- <S²>: 0.75
- Spin multiplicity: 2
- Net charge: +2
- Energy relative to the best compared isomer or geometry (same formula, charge and spin): 1.629 eV
- HOMO-LUMO gap (alpha / beta): 10.58 / 3.28 eV

Cartesian coordinates (Å):
C  -0.45  1.87  1.07
C  0.78  1.08  0.65
N  0.46  -0.17  -0.21
C  -0.01  0.32  -1.57
H  -0.11  2.84  1.46
H  -1.19  2.04  0.29
H  -0.98  1.26  1.83
H  1.47  1.58  -0.02
H  1.38  0.79  1.49
H  -0.30  -0.73  0.17
H  1.34  -0.68  -0.32
H  -1.01  0.08  -1.90
H  0.66  -0.02  -2.37
H  0.12  1.40  -1.59
H  -1.37  -4.01  -0.21
H  -0.34  -3.85  1.12
O  -0.44  -3.79  0.12


Density functional theory data (ωB97M-V/def2-TZVPD) for 2 unconnected molecules or ions with the total composition C3H12NO2 in a non-equilibrium geometry.

## Properties
- Net charge: +1
- Energy relative to the best compared isomer or geometry (same formula, charge and spin): 1.281 eV
- HOMO-LUMO gap: 11.75 eV

Cartesian coordinates (Å):
C  0.39  -0.12  -1.16
O  0.70  -1.42  -1.68
C  0.95  0.04  0.27
C  0.36  1.19  1.07
N  0.44  -1.29  1.03
H  0.95  0.62  -1.72
H  -0.71  -0.15  -1.24
H  1.62  -1.48  -1.96
H  2.02  -0.10  0.31
H  -0.07  2.00  0.48
H  1.01  1.69  1.80
H  -0.48  0.83  1.66
H  1.21  -1.84  1.39
H  -0.37  -1.13  1.63
H  0.06  -1.78  0.21
H  -2.88  0.51  -0.11
H  -2.89  1.57  -1.18
O  -2.32  0.87  -0.80


Density functional theory data (ωB97M-V/def2-TZVPD) for 2 unconnected molecules or ions with the total composition C3H12NO2S2 in a non-equilibrium geometry.

## Properties
- <S²>: 0.76
- Spin multiplicity: 2
- Net charge: +2
- Energy relative to the best compared isomer or geometry (same formula, charge and spin): 0.000 eV
- HOMO-LUMO gap (alpha / beta): 10.47 / 6.79 eV

Cartesian coordinates (Å):
N  0.48  -1.25  0.72
C  -0.89  -0.61  0.81
C  -1.46  -0.88  -0.61
O  -0.51  -0.48  -1.54
C  -0.73  0.92  0.90
S  0.34  1.52  2.27
S  1.79  2.64  1.43
H  0.98  -1.30  1.60
H  1.05  -0.67  0.05
H  0.46  -2.14  0.22
H  -1.56  -1.01  1.56
H  -2.49  -0.55  -0.75
H  -1.55  -1.97  -0.66
H  -0.77  -0.01  -2.34
H  -0.37  1.36  -0.03
H  -1.71  1.39  0.97
H  0.93  3.44  0.74
H  1.31  0.28  -1.77
H  2.65  -0.45  -2.14
O  2.05  -0.23  -1.43


Density functional theory data (ωB97M-V/def2-TZVPD) for 3 unconnected molecules or ions with the total composition C3H12NO3S in a non-equilibrium geometry.

## Properties
- Net charge: -1
- Energy relative to the best compared isomer or geometry (same formula, charge and spin): 2.186 eV
- HOMO-LUMO gap: 7.07 eV

Cartesian coordinates (Å):
C  0.43  -1.28  -0.90
C  1.41  -1.41  0.25
S  0.66  -1.80  1.92
N  -0.56  -0.43  -0.24
C  -0.07  1.08  -0.37
O  -0.19  1.30  -1.72
H  0.15  -2.20  -1.38
H  0.90  -0.60  -1.71
H  2.23  -2.14  0.05
H  1.91  -0.45  0.43
H  -0.60  -1.42  1.49
H  -1.43  -0.44  -0.85
H  0.89  1.44  0.00
H  -0.81  1.80  0.03
H  -0.18  2.82  -1.98
H  1.14  3.09  -2.83
O  0.52  3.58  -2.28
H  -1.70  0.56  1.72
H  -2.36  -0.64  0.98
O  -2.50  0.08  1.65


Density functional theory data (ωB97M-V/def2-TZVPD) for 3 unconnected molecules or ions with the total composition C3H12NO4 in a non-equilibrium geometry.

## Properties
- Net charge: +1
- Energy relative to the best compared isomer or geometry (same formula, charge and spin): 0.641 eV
- HOMO-LUMO gap: 11.57 eV

Cartesian coordinates (Å):
C  -0.72  0.29  -1.20
C  -0.39  -1.17  -1.49
C  -1.17  -2.18  -0.74
O  -1.36  -3.28  -1.48
O  -1.48  -2.09  0.43
N  -0.35  0.46  0.29
H  -0.08  1.02  -1.76
H  -1.79  0.48  -1.18
H  0.70  -1.41  -1.22
H  -0.47  -1.39  -2.55
H  -1.77  -4.00  -0.99
H  0.56  0.07  0.59
H  -1.14  0.17  0.87
H  -0.09  1.40  0.64
H  -0.25  3.37  2.89
H  0.30  3.65  1.40
O  -0.22  3.09  1.97
H  3.55  1.27  1.09
H  3.26  -0.28  1.39
O  2.92  0.55  1.06


Density functional theory data (ωB97M-V/def2-TZVPD) for 3 unconnected molecules or ions with the total composition C3H12NO4 in a non-equilibrium geometry.

## Properties
- Net charge: +1
- Energy relative to the best compared isomer or geometry (same formula, charge and spin): 0.415 eV
- HOMO-LUMO gap: 11.90 eV

Cartesian coordinates (Å):
O  -0.46  -1.14  -1.06
C  0.48  -0.45  -0.86
O  1.77  -0.82  -0.89
C  0.39  1.02  -0.40
C  0.35  1.91  -1.64
N  -1.01  1.15  0.23
H  1.82  -1.65  -1.36
H  1.17  1.34  0.27
H  1.33  1.97  -2.09
H  -0.37  1.64  -2.41
H  0.20  2.95  -1.32
H  -1.65  1.51  -0.46
H  -0.95  1.74  1.07
H  -1.49  0.26  0.52
H  -1.02  -1.37  1.66
H  -2.47  -1.92  1.65
O  -1.96  -1.13  1.57
H  0.63  -0.36  2.88
H  1.55  -1.08  1.95
O  0.85  -0.42  1.93


Density functional theory data (ωB97M-V/def2-TZVPD) for a molecular structure, C3H12NO6SrY2 in a non-equilibrium geometry.

## Properties
- Net charge: +3
- Energy relative to the best compared isomer or geometry (same formula, charge and spin): 0.000 eV
- HOMO-LUMO gap: 7.82 eV

Cartesian coordinates (Å):
Sr  2.40  0.69  0.27
Y  0.20  1.69  3.10
Y  -0.22  3.50  0.21
O  1.53  2.71  -0.90
H  1.19  2.18  -1.64
O  1.84  0.21  2.60
H  2.09  -0.63  3.01
O  1.43  3.24  1.83
H  1.73  3.86  2.51
O  -1.21  3.35  2.27
H  -2.04  3.83  2.39
O  -0.19  1.30  0.93
H  -0.42  0.53  0.39
C  0.70  -1.65  -1.52
O  1.44  -1.41  -0.53
N  -0.50  -2.14  -1.42
C  -1.16  -2.32  -0.14
C  -1.28  -2.53  -2.63
H  0.93  -1.50  -2.58
H  -1.96  -1.58  -0.01
H  -0.42  -2.21  0.65
H  -1.60  -3.31  -0.05
H  -2.03  -3.28  -2.39
H  -1.83  -1.64  -2.94
H  -0.62  -2.90  -3.41


Density functional theory data (ωB97M-V/def2-TZVPD) for 2 unconnected molecules or ions with the total composition C3H12NOS in a non-equilibrium geometry.

## Properties
- Net charge: +1
- Energy relative to the best compared isomer or geometry (same formula, charge and spin): 0.177 eV
- HOMO-LUMO gap: 9.23 eV

Cartesian coordinates (Å):
C  0.98  0.02  0.09
C  0.18  -0.58  -1.02
C  0.46  -2.09  -1.09
S  -0.25  -2.97  0.35
N  0.58  1.51  0.28
H  2.04  0.01  -0.13
H  0.80  -0.42  1.08
H  -0.89  -0.51  -0.80
H  0.34  -0.06  -1.96
H  0.02  -2.56  -1.97
H  1.53  -2.27  -1.16
H  -1.41  -3.21  -0.27
H  0.20  1.91  -0.57
H  1.40  2.05  0.58
H  -0.10  1.58  1.05
H  -1.66  3.11  2.33
H  -2.55  2.03  1.62
O  -1.68  2.45  1.61


Density functional theory data (ωB97M-V/def2-TZVPD) for 2 unconnected molecules or ions with the total composition C3H12NOS in a non-equilibrium geometry.

## Properties
- Net charge: +1
- Energy relative to the best compared isomer or geometry (same formula, charge and spin): 2.159 eV
- HOMO-LUMO gap: 9.00 eV

Cartesian coordinates (Å):
C  -0.06  -0.37  0.79
C  -1.05  0.46  -0.18
C  -0.20  1.27  -1.14
S  0.85  2.66  -0.52
N  -0.02  0.08  2.23
H  -0.28  -1.52  0.50
H  0.95  -0.61  0.35
H  -1.65  1.21  0.37
H  -1.58  -0.40  -0.69
H  -0.99  1.92  -1.67
H  0.41  0.48  -1.65
H  1.76  2.28  -1.40
H  0.30  1.06  2.28
H  -0.88  -0.06  2.76
H  0.63  -0.47  2.78
H  0.11  -3.24  -1.26
H  1.13  -2.38  -2.18
O  0.59  -2.37  -1.38